[1]
Below is a cluster of 6 separate species, C35H62N3O8 in total in a non-equilibrium geometry, with properties calculated with the ωB97M-V functional and the def2-TZVPD basis.

Values from the calculation:
Relative energy (zero: lowest compared OMol25 entry of this formula, charge and spin) ... 5.798 eV
HOMO ... -10.64 eV
LUMO ... -0.147 Eh
Net charge ... +1
Gap between HOMO and LUMO ... 6.6 eV
Strongest force on any atom ... 5.2 eV/Å

Each atom is followed by the atoms it is bonded to, with distances in Å.
Geometry (Å):
1 C -0.639 3.154 0.820  C2 1.635, H22 1.139, H23 1.142, H24 1.146
2 C -0.539 1.827 -0.131  C1 1.635, N3 1.527, H25 1.154, H26 1.139
3 N -0.266 2.204 -1.586  C2 1.527, C4 1.503, N15 1.397, H27 1.048
4 C -1.510 2.311 -2.423  N3 1.503, C5 1.625, H28 1.153, H29 1.147
5 C -2.219 3.764 -2.263  C4 1.625, C6 1.595, H30 1.148, H31 1.143
6 C -3.659 3.697 -1.580  C5 1.595, O7 1.268, N8 1.472
7 O -3.804 4.280 -0.464  C6 1.268
8 N -4.858 3.057 -2.146  C6 1.472, C9 1.475, H32 1.033
9 C -4.852 1.632 -1.767  N8 1.475, C10 1.569, C14 1.562
10 C -4.211 1.115 -0.431  C9 1.569, C11 1.547, H33 1.149
11 C -4.171 -0.388 -0.068  C10 1.547, C12 1.561, H34 1.139
12 C -4.803 -1.380 -1.094  C11 1.561, C13 1.547, H35 1.153
13 C -5.477 -0.883 -2.394  C12 1.547, C14 1.546, H36 1.138
14 C -5.516 0.620 -2.755  C9 1.562, C13 1.546, H37 1.151
15 N 0.745 1.378 -2.083  N3 1.397, C16 1.480, C19 1.476
16 C 0.401 -0.060 -2.149  N15 1.480, C17 1.596, O18 1.264
17 C -0.504 -0.807 -3.231  C16 1.596, H38 1.151, H39 1.157, H40 1.137
18 O 0.921 -0.796 -1.262  C16 1.264
19 C 1.453 1.909 -3.264  N15 1.476, C20 1.594, O21 1.266
20 C 1.147 1.625 -4.803  C19 1.594, H41 1.155, H42 1.138, H43 1.157
21 O 2.438 2.666 -3.023  C19 1.266
22 H -1.730 3.483 0.834  C1 1.139
23 H 0.005 4.016 0.438  C1 1.142
24 H -0.233 2.854 1.849  C1 1.146
25 H 0.331 1.217 0.318  C2 1.154
26 H -1.502 1.234 0.006  C2 1.139
27 H 0.137 3.171 -1.533  N3 1.048
28 H -1.313 2.196 -3.553  C4 1.153
29 H -2.203 1.440 -2.144  C4 1.147
30 H -2.354 4.249 -3.295  C5 1.148
31 H -1.579 4.473 -1.635  C5 1.143
32 H -4.903 3.190 -3.169  N8 1.033
33 H -3.741 1.840 0.326  C10 1.149
34 H -3.671 -0.747 0.891  C11 1.139
35 H -4.730 -2.497 -0.818  C12 1.153
36 H -5.932 -1.646 -3.106  C13 1.138
37 H -6.022 0.979 -3.724  C14 1.151
38 H 0.150 -1.616 -3.724  C17 1.151
39 H -1.312 -1.391 -2.644  C17 1.157
40 H -1.035 -0.129 -3.974  C17 1.137
41 H 1.876 0.859 -5.268  C20 1.155
42 H 0.067 1.366 -5.048  C20 1.138
43 H 1.373 2.613 -5.360  C20 1.157
44 C -6.465 2.211 3.645  C45 1.512, C48 1.516, H49 1.091, H50 1.095
45 C -6.993 1.047 4.452  C44 1.512, C46 1.516, H51 1.095, H52 1.091
46 C -6.698 -0.129 3.541  C45 1.516, O47 1.435, H53 1.095, H54 1.092
47 O -5.522 0.211 2.792  C46 1.435, C48 1.435
48 C -5.244 1.606 2.981  C44 1.516, O47 1.435, H55 1.096, H56 1.092
49 H -6.230 3.091 4.245  C44 1.091
50 H -7.199 2.499 2.885  C44 1.095
51 H -6.423 0.951 5.382  C45 1.095
52 H -8.050 1.133 4.708  C45 1.091
53 H -7.513 -0.294 2.829  C46 1.095
54 H -6.526 -1.055 4.095  C46 1.092
55 H -4.361 1.687 3.624  C48 1.096
56 H -5.018 2.069 2.018  C48 1.092
57 C 5.275 2.374 -1.437  C58 1.513, C61 1.516, H62 1.091, H63 1.095
58 C 5.659 1.134 -0.662  C57 1.513, C59 1.516, H64 1.095, H65 1.092
59 C 6.999 1.532 -0.076  C58 1.516, O60 1.434, H66 1.095, H67 1.093
60 O 6.960 2.951 0.124  C59 1.434, C61 1.434
61 C 5.809 3.480 -0.548  C57 1.516, O60 1.434, H68 1.096, H69 1.092
62 H 4.204 2.460 -1.627  C57 1.091
63 H 5.795 2.386 -2.401  C57 1.095
64 H 4.936 0.960 0.142  C58 1.095
65 H 5.712 0.231 -1.274  C58 1.092
66 H 7.818 1.313 -0.770  C59 1.095
67 H 7.205 1.033 0.874  C59 1.093
68 H 5.077 3.764 0.216  C61 1.096
69 H 6.090 4.373 -1.111  C61 1.092
70 C 8.165 1.636 3.859  C71 1.512, C74 1.516, H75 1.091, H76 1.095
71 C 9.138 1.284 4.961  C70 1.512, C72 1.516, H77 1.095, H78 1.091
72 C 8.236 1.256 6.180  C71 1.516, O73 1.435, H79 1.095, H80 1.092
73 O 6.937 0.851 5.725  C72 1.435, C74 1.433
74 C 6.914 0.897 4.293  C70 1.516, O73 1.433, H81 1.096, H82 1.093
75 H 8.506 1.348 2.863  C70 1.091
76 H 7.980 2.715 3.858  C70 1.095
77 H 9.555 0.287 4.783  C71 1.095
78 H 9.965 1.988 5.060  C71 1.091
79 H 8.139 2.251 6.626  C72 1.095
80 H 8.589 0.563 6.947  C72 1.092
81 H 6.915 -0.135 3.924  C74 1.096
82 H 5.998 1.387 3.955  C74 1.093
83 C 5.607 -2.834 -1.397  C84 1.512, C87 1.516, H88 1.091, H89 1.095
84 C 4.102 -2.738 -1.510  C83 1.512, C85 1.516, H90 1.095, H91 1.092
85 C 3.805 -3.728 -2.619  C84 1.516, O86 1.432, H92 1.096, H93 1.093
86 O 4.809 -4.746 -2.545  C85 1.432, C87 1.434
87 C 5.848 -4.308 -1.658  C83 1.516, O86 1.434, H94 1.095, H95 1.092
88 H 5.998 -2.503 -0.433  C83 1.091
89 H 6.078 -2.234 -2.183  C83 1.095
90 H 3.638 -3.072 -0.576  C84 1.095
91 H 3.741 -1.731 -1.730  C84 1.092
92 H 3.878 -3.255 -3.605  C85 1.096
93 H 2.815 -4.181 -2.522  C85 1.093
94 H 5.768 -4.892 -0.735  C87 1.095
95 H 6.823 -4.501 -2.109  C87 1.092
96 C -7.097 -5.901 1.242  C97 1.512, C100 1.516, H101 1.091, H102 1.095
97 C -7.077 -6.750 -0.010  C96 1.512, C98 1.516, H103 1.095, H104 1.091
98 C -6.352 -5.849 -0.990  C97 1.516, O99 1.435, H105 1.095, H106 1.092
99 O -5.442 -5.047 -0.223  C98 1.435, C100 1.435
100 C -5.756 -5.199 1.169  C96 1.516, O99 1.435, H107 1.095, H108 1.093
101 H -7.228 -6.476 2.160  C96 1.091
102 H -7.907 -5.167 1.179  C96 1.095
103 H -6.490 -7.657 0.167  C97 1.095
104 H -8.068 -7.046 -0.357  C97 1.091
105 H -7.048 -5.172 -1.498  C98 1.095
106 H -5.799 -6.411 -1.746  C98 1.092
107 H -4.966 -5.805 1.626  C100 1.095
108 H -5.768 -4.220 1.653  C100 1.093

=====

[2]
Below is a cluster of 6 separate species, C35H64F3IN7O10P2S in total in a non-equilibrium geometry, with properties calculated with the ωB97M-V functional and the def2-TZVPD basis.

Values from the calculation:
HOMO ... -10.58 eV
LUMO ... -0.138 Eh
Net charge ... +1
Gap between HOMO and LUMO ... 6.8 eV
Strongest force on any atom ... 2.8 eV/Å

Each atom is followed by the atoms it is bonded to, with distances in Å.
Geometry (Å):
1 C -3.735 0.504 -6.987  C2 1.542, H35 1.098, H36 1.094, H37 1.093
2 C -2.472 0.241 -6.143  C1 1.542, C3 1.561, H38 1.095, H39 1.094
3 C -2.003 1.389 -5.196  C2 1.561, I4 2.206, C5 1.586, H40 1.095
4 I -3.480 3.020 -5.041  C3 2.206, S14 3.031
5 C -1.448 0.868 -3.805  C3 1.586, C6 1.554, S14 1.882, C23 1.571
6 C -2.229 -0.221 -3.018  C5 1.554, C7 1.546, H41 1.094, H42 1.096
7 C -3.746 -0.324 -3.298  C6 1.546, O8 1.434, H43 1.096, H44 1.091
8 O -4.351 -0.908 -2.136  C7 1.434, C9 1.405
9 C -4.106 -2.287 -2.037  O8 1.405, C10 1.538, H45 1.096, H46 1.099
10 C -3.283 -2.667 -0.794  C9 1.538, F11 1.344, F12 1.343, F13 1.319
11 F -1.991 -2.902 -1.076  C10 1.344
12 F -3.765 -3.829 -0.323  C10 1.343
13 F -3.369 -1.799 0.195  C10 1.319
14 S -1.654 2.383 -2.708  I4 3.031, C5 1.882, C15 1.729
15 C -0.129 2.987 -3.256  S14 1.729, C16 1.528, N20 1.320
16 C 0.022 4.504 -3.157  C15 1.528, O17 1.430, H47 1.093, H48 1.094
17 O -0.288 5.144 -4.399  C16 1.430, N18 1.411
18 N 0.508 4.616 -5.438  O17 1.411, O19 1.166
19 O -0.154 4.166 -6.286  N18 1.166
20 N 0.715 2.069 -3.688  C15 1.320, P21 1.755, C23 1.477
21 P 2.333 2.509 -4.205  N20 1.755, O22 1.480, H49 1.417, H50 1.413
22 O 2.856 3.683 -3.472  P21 1.480
23 C 0.108 0.723 -3.642  C5 1.571, N20 1.477, C24 1.559, P32 1.940
24 C 0.648 -0.060 -2.407  C23 1.559, C25 1.522, H51 1.102, H52 1.093
25 C 0.619 0.693 -1.085  C24 1.522, C26 1.414, C31 1.397
26 C 1.527 1.737 -0.795  C25 1.414, C27 1.395, H53 1.088
27 C 1.489 2.358 0.454  C26 1.395, C28 1.408, H54 1.079
28 C 0.563 1.982 1.445  C27 1.408, C29 1.401, H55 1.086
29 C -0.368 0.971 1.170  C28 1.401, C30 1.514, C31 1.405
30 C -1.428 0.518 2.152  C29 1.514, H56 1.094, H57 1.096, H58 1.100
31 C -0.294 0.346 -0.086  C25 1.397, C29 1.405, H59 1.092
32 P 0.521 -0.440 -5.140  C23 1.940, C33 1.847, O34 1.666
33 C 2.347 -0.689 -5.265  P32 1.847, H60 1.100, H61 1.093, H62 1.098
34 O -0.058 -1.954 -4.760  P32 1.666, H63 0.969
35 H -3.878 -0.318 -7.701  C1 1.098
36 H -3.609 1.399 -7.604  C1 1.094
37 H -4.648 0.554 -6.389  C1 1.093
38 H -1.671 0.061 -6.868  C2 1.095
39 H -2.593 -0.705 -5.607  C2 1.094
40 H -1.160 1.879 -5.695  C3 1.095
41 H -1.804 -1.225 -3.109  C6 1.094
42 H -2.144 0.035 -1.956  C6 1.096
43 H -3.958 -0.999 -4.136  C7 1.096
44 H -4.251 0.633 -3.437  C7 1.091
45 H -3.625 -2.737 -2.914  C9 1.096
46 H -5.078 -2.790 -1.927  C9 1.099
47 H 0.973 4.839 -2.737  C16 1.093
48 H -0.762 4.847 -2.477  C16 1.094
49 H 2.291 2.814 -5.588  P21 1.417
50 H 3.165 1.396 -3.945  P21 1.413
51 H 1.714 -0.248 -2.615  C24 1.102
52 H 0.199 -1.052 -2.320  C24 1.093
53 H 2.283 2.031 -1.520  C26 1.088
54 H 2.183 3.134 0.736  C27 1.079
55 H 0.538 2.446 2.426  C28 1.086
56 H -1.321 -0.528 2.452  C30 1.094
57 H -1.498 1.188 3.017  C30 1.096
58 H -2.392 0.588 1.627  C30 1.100
59 H -0.994 -0.466 -0.290  C31 1.092
60 H 2.850 -1.000 -4.337  C33 1.100
61 H 2.831 0.179 -5.721  C33 1.093
62 H 2.477 -1.513 -5.979  C33 1.098
63 H 0.526 -2.391 -4.122  O34 0.969
64 C -7.254 -5.560 -3.025  O65 1.218, N66 1.346, H69 1.102
65 O -7.224 -4.348 -2.912  C64 1.218
66 N -6.934 -6.429 -2.048  C64 1.346, C67 1.450, C68 1.452
67 C -6.975 -7.866 -2.242  N66 1.450, H70 1.092, H71 1.092, H72 1.088
68 C -6.532 -5.895 -0.759  N66 1.452, H73 1.091, H74 1.089, H75 1.087
69 H -7.547 -6.053 -3.967  C64 1.102
70 H -7.678 -8.312 -1.537  C67 1.092
71 H -5.983 -8.289 -2.073  C67 1.092
72 H -7.293 -8.103 -3.255  C67 1.088
73 H -7.338 -5.287 -0.346  C68 1.091
74 H -5.655 -5.260 -0.885  C68 1.089
75 H -6.297 -6.704 -0.072  C68 1.087
76 C 4.962 2.504 2.406  O77 1.217, N78 1.342, H81 1.104
77 O 3.880 2.534 1.849  C76 1.217
78 N 5.461 3.417 3.254  C76 1.342, C79 1.451, C80 1.455
79 C 6.773 3.275 3.857  N78 1.451, H82 1.091, H83 1.091, H84 1.088
80 C 4.655 4.584 3.578  N78 1.455, H85 1.091, H86 1.091, H87 1.087
81 H 5.651 1.659 2.241  C76 1.104
82 H 6.677 3.246 4.943  C79 1.091
83 H 7.400 4.124 3.576  C79 1.091
84 H 7.250 2.357 3.519  C79 1.088
85 H 3.713 4.267 4.027  C80 1.091
86 H 4.432 5.140 2.667  C80 1.091
87 H 5.192 5.225 4.272  C80 1.087
88 C -1.981 2.918 5.546  O89 1.219, N90 1.343, H93 1.103
89 O -1.165 2.995 4.643  C88 1.219
90 N -1.785 2.269 6.705  C88 1.343, C91 1.450, C92 1.456
91 C -2.799 2.217 7.740  N90 1.450, H94 1.091, H95 1.092, H96 1.088
92 C -0.512 1.597 6.929  N90 1.456, H97 1.090, H98 1.091, H99 1.085
93 H -2.974 3.391 5.476  C88 1.103
94 H -2.411 2.664 8.657  C91 1.091
95 H -3.070 1.178 7.937  C91 1.092
96 H -3.688 2.761 7.430  C91 1.088
97 H 0.298 2.323 6.871  C92 1.090
98 H -0.357 0.845 6.153  C92 1.091
99 H -0.502 1.122 7.904  C92 1.085
100 C 2.013 -0.920 9.152  O101 1.217, N102 1.348, H105 1.102
101 O 1.600 0.209 8.969  C100 1.217
102 N 1.798 -1.968 8.331  C100 1.348, C103 1.450, C104 1.452
103 C 2.325 -3.289 8.614  N102 1.450, H106 1.092, H107 1.092, H108 1.088
104 C 1.015 -1.764 7.126  N102 1.452, H109 1.091, H110 1.091, H111 1.087
105 H 2.618 -1.183 10.035  C100 1.102
106 H 2.987 -3.603 7.804  C103 1.092
107 H 1.503 -4.002 8.701  C103 1.092
108 H 2.887 -3.282 9.546  C103 1.088
109 H 1.493 -1.010 6.499  C104 1.091
110 H 0.018 -1.408 7.391  C104 1.091
111 H 0.933 -2.697 6.574  C104 1.087
112 C 5.226 -1.583 -2.168  O113 1.220, N114 1.346, H117 1.102
113 O 4.114 -1.472 -2.659  C112 1.220
114 N 5.782 -0.693 -1.326  C112 1.346, C115 1.450, C116 1.451
115 C 7.111 -0.867 -0.774  N114 1.450, H118 1.092, H119 1.092, H120 1.088
116 C 5.007 0.481 -0.970  N114 1.451, H121 1.091, H122 1.092, H123 1.086
117 H 5.878 -2.443 -2.387  C112 1.102
118 H 7.054 -0.906 0.315  C115 1.092
119 H 7.745 -0.029 -1.070  C115 1.092
120 H 7.556 -1.791 -1.138  C115 1.088
121 H 4.076 0.170 -0.494  C116 1.091
122 H 4.764 1.037 -1.877  C116 1.092
123 H 5.561 1.125 -0.294  C116 1.086

=====

> Among the records above, which one has the highest gap between HOMO and LUMO?

C35H64F3IN7O10P2S

=====

> The highest gap between HOMO and LUMO belongs to which entry?

C35H64F3IN7O10P2S

=====

> Look up the gap between HOMO and LUMO of the second one.

6.8 eV

=====

> Number 1 is which compound?

C35H62N3O8